1.
{
  "formula": "C10H16O",
  "method": "ωB97M-V/def2-TZVPD",
  "smiles": "Cc1ccc(O)cc1.CCC",
  "spin_multiplicity": 1,
  "homo_energy_ha": -0.3098,
  "orbital_gap_ev": 9.224,
  "elements": ["C", "C", "C", "C", "C", "C", "C", "O", "H", "H", "H", "H", "H", "H", "H", "H", "C", "C", "C", "H", "H", "H", "H", "H", "H", "H", "H"],
  "coordinates": [[-0.50576, 3.20421, 2.27767], [1.14502, 2.26347, 0.65715], [-0.18333, 2.35471, 1.07465], [1.55108, 1.39837, -0.34559], [0.54574, 0.71736, -1.03223], [-1.08393, 1.42765, 0.57121], [-0.76495, 0.69999, -0.56576], [0.70618, 0.07268, -2.24312], [1.95700, 2.85327, 1.07040], [2.58690, 1.17182, -0.55188], [-0.07012, 2.81202, 3.20379], [-1.57528, 3.22618, 2.45998], [-2.07151, 1.43091, 1.01910], [1.56524, -0.35532, -2.32093], [-1.40454, 0.14387, -1.23670], [-0.02486, 4.17768, 2.17375], [-0.13851, -2.97346, -0.43912], [-1.53940, -2.75499, 0.15659], [0.51287, -4.33192, -0.35772], [-0.17894, -2.65150, -1.48654], [0.59867, -2.25105, -0.06003], [-1.53013, -2.93210, 1.23286], [1.22974, -4.41449, -1.18092], [1.05673, -4.53179, 0.53834], [-0.17617, -5.14746, -0.60254], [-1.76950, -1.68998, 0.14661], [-2.16873, -3.30926, -0.53390]],
  "forces_ev_per_angstrom": [[0.4, -0.2, 0.2], [0.7, -0.1, -0.4], [0.9, -0.7, 1.1], [-0.8, -0.6, -0.3], [-0.3, -0.2, -0.2], [-0.6, 0.8, -0.5], [0.9, 0.2, -0.4], [0.3, -0.2, 0.2], [-0.4, 0.2, 0.4], [0.2, 0.5, -0.2], [0.1, -0.3, -0.2], [-0.1, 0.5, -0.1], [-0.1, -0.2, -0.3], [0.1, 0.2, 0.1], [-0.6, -0.1, 0.6], [-0.6, 0.3, -0.1], [0.6, 1.4, -0.2], [1.6, 0.5, -0.1], [-0.4, -0.6, -1.6], [-0.2, -0.3, -0.1], [-0.3, 0.0, 0.4], [-0.5, -1.0, -0.2], [0.2, 0.1, 0.2], [0.1, -0.2, 0.8], [-0.2, 0.0, 0.5], [-0.2, 0.0, -0.6], [-0.8, -0.2, 0.8]],
  "nbo_charge": [-0.624, -0.188, -0.048, -0.277, 0.296, -0.191, -0.271, -0.690, 0.210, 0.212, 0.215, 0.214, 0.210, 0.479, 0.233, 0.219, -0.397, -0.617, -0.609, 0.194, 0.190, 0.207, 0.205, 0.205, 0.200, 0.213, 0.209]
}

2.
{
  "formula": "C13H28Br2F4N11O8",
  "method": "ωB97M-V/def2-TZVPD",
  "charge": -1,
  "spin_multiplicity": 1,
  "homo_energy_ha": -0.1587,
  "orbital_gap_ev": 6.284,
  "elements": ["O", "C", "F", "C", "N", "C", "C", "C", "C", "F", "Br", "C", "F", "F", "Br", "C", "O", "O", "H", "H", "H", "H", "H", "H", "H", "H", "C", "O", "N", "N", "H", "H", "H", "H", "C", "O", "N", "N", "H", "H", "H", "H", "C", "O", "N", "N", "H", "H", "H", "H", "C", "O", "N", "N", "H", "H", "H", "H", "C", "O", "N", "N", "H", "H", "H", "H"],
  "coordinates": [[0.90575, 2.23906, 1.12963], [1.55837, 1.44958, 0.39289], [2.96755, 1.36846, 0.67881], [0.85218, 0.57970, -0.75403], [0.17045, -0.64373, -0.27686], [-0.82098, -0.37881, 0.80073], [-1.97298, -1.52919, 0.64416], [-3.28163, -1.02612, -0.13507], [-4.10464, 0.13348, 0.61562], [-5.51013, -0.07796, 0.25094], [-4.05105, -0.00061, 2.60078], [-3.74579, 1.63690, 0.12138], [-4.97450, 2.25637, -0.34339], [-2.84871, 1.69461, -0.97880], [-3.06656, 2.83068, 1.58552], [-0.21989, -0.60190, 2.29576], [-0.84370, -0.23300, 3.36308], [1.02656, -1.18319, 2.44950], [0.20208, 1.28301, -1.37431], [1.69787, 0.22471, -1.46051], [0.82295, -1.40503, -0.04620], [-1.23068, 0.67678, 0.66001], [-2.20033, -1.98298, 1.68059], [-1.52879, -2.40397, 0.02838], [-3.99965, -1.93525, -0.18500], [-3.04612, -0.77621, -1.23654], [3.07997, 1.97770, -4.00815], [2.16498, 1.25556, -3.64820], [3.06002, 2.65029, -5.18653], [4.19771, 2.17230, -3.26324], [3.80139, 3.24907, -5.50135], [2.24654, 2.53187, -5.76836], [4.25099, 1.68918, -2.37808], [4.96042, 2.76239, -3.54275], [-3.23899, -4.33377, 3.83862], [-3.74967, -4.35828, 2.72812], [-2.84646, -5.46001, 4.48782], [-3.01991, -3.18414, 4.51821], [-2.42530, -5.46208, 5.39866], [-2.99237, -6.33644, 4.01466], [-3.29645, -2.32531, 4.07006], [-2.60213, -3.14431, 5.42981], [2.76701, 3.69596, 5.04219], [3.19847, 3.99467, 6.14955], [2.81905, 4.54342, 3.98367], [2.20153, 2.49820, 4.77519], [2.47098, 4.31692, 3.06854], [3.23318, 5.44729, 4.13975], [2.14260, 1.83824, 5.53316], [1.84209, 2.23611, 3.87219], [6.91959, -0.84082, -2.20913], [6.55219, -0.34060, -1.15924], [6.36093, -0.52517, -3.40362], [7.91934, -1.75634, -2.27357], [6.64802, -0.92415, -4.27861], [5.61358, 0.15239, -3.39572], [8.35935, -2.01669, -1.40592], [8.23617, -2.17948, -3.12666], [-4.94025, -0.74994, -3.63235], [-3.71859, -0.73994, -3.64351], [-5.67600, -1.31078, -4.62663], [-5.66710, -0.20383, -2.62925], [-6.67925, -1.32998, -4.63696], [-5.17110, -1.72799, -5.39129], [-5.15836, 0.22209, -1.87250], [-6.67024, -0.20236, -2.60224]],
  "forces_ev_per_angstrom": [[3.1, -3.3, -3.2], [-2.2, 3.0, 3.4], [-2.6, -0.3, -1.2], [2.5, -0.9, -0.8], [-0.3, 1.9, 0.1], [-0.3, -1.8, 0.6], [0.3, 0.1, 0.0], [-0.1, -1.1, 0.4], [-0.7, -1.0, -1.0], [2.2, 0.6, 0.6], [-0.3, -0.2, -1.4], [-0.8, 1.6, -0.8], [2.7, -1.3, 0.7], [-2.1, -0.4, 2.4], [-0.2, -0.6, -1.6], [4.0, -0.7, 3.7], [0.3, -0.6, -3.5], [-4.8, 2.1, -2.2], [0.6, -1.0, 1.2], [-1.4, 0.7, 1.1], [-0.3, 0.8, 0.4], [0.6, -1.5, 0.4], [0.0, 0.9, -1.7], [-0.7, 1.6, 0.9], [1.0, 1.6, 0.2], [-0.3, 0.0, 1.8], [-0.5, -0.3, 0.3], [0.2, 0.2, -0.2], [-0.2, 0.3, -0.8], [0.6, -0.3, 0.6], [-0.1, 0.0, 0.1], [0.2, 0.0, 0.1], [0.0, 0.2, 0.0], [-0.1, 0.0, 0.1], [-0.1, 0.5, -0.4], [0.0, -0.2, 0.1], [0.1, -1.0, 0.2], [-0.3, 0.5, 0.2], [0.0, 0.1, -0.1], [0.1, 0.2, 0.1], [0.2, 0.0, 0.0], [0.1, 0.0, -0.2], [-0.1, -0.4, 0.3], [0.1, 0.2, 0.0], [0.2, 0.9, -0.5], [-0.1, -0.4, 0.1], [0.0, -0.1, 0.1], [-0.1, -0.2, 0.0], [0.0, 0.1, -0.2], [0.0, -0.1, 0.0], [-0.3, 0.3, 0.5], [0.1, 0.0, -0.2], [-0.4, 0.4, -0.6], [0.7, -0.5, 0.2], [0.0, 0.0, 0.1], [0.1, -0.2, -0.1], [-0.1, 0.0, -0.2], [-0.1, 0.0, 0.1], [0.4, 0.2, 0.3], [-0.1, -0.1, -0.1], [-0.2, -0.5, -0.9], [0.0, 0.3, 0.3], [0.1, 0.0, 0.1], [-0.1, 0.1, 0.2], [-0.3, -0.1, -0.1], [0.1, 0.0, 0.1]],
  "nbo_charge": [-0.581, 0.859, -0.372, -0.325, -0.630, -0.178, -0.395, -0.507, 0.251, -0.389, 0.094, 0.591, -0.361, -0.333, 0.064, 0.726, -0.769, -0.828, 0.235, 0.241, 0.405, 0.213, 0.241, 0.229, 0.249, 0.275, 0.766, -0.650, -0.851, -0.864, 0.383, 0.410, 0.428, 0.387, 0.770, -0.676, -0.852, -0.834, 0.383, 0.400, 0.420, 0.387, 0.767, -0.700, -0.854, -0.833, 0.400, 0.393, 0.407, 0.417, 0.765, -0.650, -0.853, -0.851, 0.381, 0.413, 0.409, 0.381, 0.768, -0.665, -0.853, -0.836, 0.382, 0.403, 0.416, 0.385]
}

3.
{
  "formula": "C4H11NS2",
  "method": "ωB97M-V/def2-TZVPD",
  "smiles": "CCSSCCN",
  "spin_multiplicity": 1,
  "homo_energy_ha": -0.3072,
  "orbital_gap_ev": 9.047,
  "elements": ["N", "C", "C", "S", "S", "C", "C", "H", "H", "H", "H", "H", "H", "H", "H", "H", "H", "H"],
  "coordinates": [[3.02782, -1.58883, -1.08715], [1.89496, -1.94545, -0.25654], [0.61188, -1.59697, -0.81586], [0.48970, 0.33581, -1.00771], [-0.13400, 0.90606, 0.91102], [-1.71109, 1.67460, 0.36082], [-2.60389, 2.21442, 1.42302], [2.89235, -1.54657, -2.11678], [3.46493, -0.73854, -0.74855], [1.94779, -3.06558, 0.01782], [1.91898, -1.51526, 0.78917], [0.24867, -1.92650, -1.85631], [-0.17310, -1.90480, -0.11588], [-1.23998, 2.47419, -0.21941], [-2.20728, 0.90972, -0.26474], [-3.21076, 1.60715, 2.00454], [-3.17829, 2.85649, 0.86407], [-2.03870, 2.85007, 2.11846]],
  "forces_ev_per_angstrom": [[0.8, 0.3, -0.1], [1.7, -2.1, 1.2], [-3.4, 1.7, -1.6], [0.0, -1.3, 0.9], [0.2, -0.6, -0.3], [1.1, -1.3, -0.5], [2.5, 1.2, 0.6], [-0.2, 0.0, 1.4], [-0.1, -0.1, -0.4], [-0.3, 1.3, -0.7], [0.5, 0.1, -1.2], [1.2, 0.1, 1.4], [-0.1, 0.3, -0.2], [-1.1, 0.0, -0.3], [0.2, 0.7, 0.1], [-0.9, -1.7, 0.7], [-2.0, 1.7, -0.9], [0.0, -0.1, -0.1]],
  "nbo_charge": [-0.859, -0.265, -0.470, -0.001, 0.046, -0.498, -0.625, 0.369, 0.373, 0.189, 0.211, 0.224, 0.227, 0.216, 0.221, 0.216, 0.218, 0.208]
}